13
Properties=species:S:1:pos:R:3 method="wB97M-V/def2-TZVPD" e_lumo_ha=0.0117 homo_ev=-9.830 smiles="C=CC#N.C=C" homo_lumo_gap_ev=10.149 energy_ev=-6786.3747
C 0.4227 0.7130 -1.3483
C -0.5881 1.3641 -0.7778
C -0.4059 2.1063 0.4377
N -0.2587 2.6930 1.4261
H 0.2698 0.1043 -2.2336
H 1.4231 0.7382 -0.9275
H -1.6013 1.3061 -1.1626
C 0.6291 -1.7550 0.4156
C -0.3801 -1.2745 1.1311
H 0.4707 -2.4499 -0.4059
H 1.6560 -1.4460 0.5987
H -0.2274 -0.5421 1.9211
H -1.4100 -1.5575 0.9254